Entry 1:
{
  "formula": "C18H28N8O5PPtS",
  "method": "ωB97M-V/def2-TZVPD",
  "total_charge": 1,
  "homo_energy_ev": [-10.9, -11.1],
  "e_lumo_ev": [-2.5, -5.6],
  "orbital_gap_ev": [8.39, 5.46],
  "s_squared": 2.0224,
  "max_force_ha_per_bohr": 0.012,
  "e_above_lowest_kcal_mol": 8.9,
  "spin_multiplicity": 3,
  "symbols": ["Pt", "N", "C", "C", "C", "C", "C", "C", "S", "O", "O", "N", "C", "N", "C", "C", "C", "N", "H", "H", "H", "H", "H", "H", "H", "H", "H", "C", "O", "P", "O", "C", "O", "C", "H", "H", "H", "H", "H", "H", "H", "H", "H", "C", "C", "C", "C", "N", "C", "N", "N", "N", "H", "H", "H", "H", "H", "H", "H", "H", "H", "H"],
  "positions_angstrom": [[0.00246, 1.76366, -0.15707], [2.73975, -4.11776, -0.95067], [2.93462, -2.77464, -0.74315], [3.30707, -2.30019, 0.52201], [3.46284, -0.94887, 0.74269], [3.25491, -0.05516, -0.30494], [2.91478, -0.51163, -1.57580], [2.73764, -1.85995, -1.78711], [3.57888, 1.62226, -0.04197], [4.10465, 1.79425, 1.27378], [4.18211, 2.19130, -1.20200], [1.99987, 2.31463, 0.00238], [1.90380, 3.67055, 0.31251], [2.95877, 4.44974, 0.48011], [2.69277, 5.71400, 0.78613], [1.39449, 6.19743, 0.91068], [0.36187, 5.29801, 0.70100], [0.61358, 4.02938, 0.40880], [3.14479, -4.76360, -0.29556], [2.68038, -4.45058, -1.89713], [3.48728, -3.00609, 1.32483], [3.76197, -0.57348, 1.71161], [2.80018, 0.19181, -2.39111], [2.46865, -2.22416, -2.77125], [3.54808, 6.36223, 0.93452], [1.19394, 7.23025, 1.15387], [-0.67855, 5.59129, 0.77059], [-3.33286, 1.33908, 1.50184], [-3.12587, 0.85899, 0.16014], [-2.15909, 1.64257, -0.82285], [-2.44497, 0.94475, -2.20938], [-1.63337, -0.11845, -2.73545], [-2.91015, 3.03185, -0.97198], [-2.34007, 4.09765, -1.75144], [-4.05113, 0.66733, 1.95987], [-3.73482, 2.34987, 1.48277], [-2.39580, 1.31505, 2.06092], [-1.73721, -0.08046, -3.81504], [-1.99927, -1.07130, -2.36279], [-0.58787, 0.01275, -2.45968], [-2.68728, 5.02994, -1.31699], [-2.69240, 4.01604, -2.77697], [-1.25009, 4.05943, -1.73101], [-3.00846, -3.20738, 1.68469], [-2.12792, -4.13253, 0.84875], [-2.45115, -4.02502, -0.63853], [-0.63832, -3.90095, 1.12244], [-0.26380, -2.48048, 1.12938], [-0.09429, -1.65052, 2.16574], [0.20271, -0.45951, 1.71587], [0.20418, -0.59468, 0.36589], [-0.08855, -1.79197, 0.00794], [-4.05188, -3.51157, 1.60555], [-2.94306, -2.17274, 1.33483], [-2.73927, -3.23202, 2.74426], [-2.31227, -5.16229, 1.16664], [-2.10765, -3.07345, -1.04425], [-3.52670, -4.09580, -0.80299], [-1.97027, -4.82274, -1.20742], [-0.01948, -4.38760, 0.36990], [-0.35903, -4.28482, 2.10255], [-0.17407, -1.94368, 3.19905]],
  "atomic_forces_ev_per_a": [[0.23, -0.02, -0.26], [-0.19, -0.02, 0.07], [0.06, 0.01, 0.01], [-0.07, -0.08, 0.00], [-0.08, 0.08, -0.09], [0.06, -0.18, 0.03], [-0.05, -0.01, 0.02], [0.01, 0.02, -0.07], [-0.21, 0.32, -0.09], [0.03, 0.02, 0.01], [0.09, -0.03, -0.07], [-0.19, 0.10, 0.40], [0.17, -0.36, -0.13], [-0.07, 0.03, 0.00], [0.00, 0.01, 0.01], [0.01, 0.01, -0.02], [-0.05, -0.01, -0.01], [0.01, 0.11, -0.01], [0.06, 0.00, -0.02], [0.06, 0.01, -0.02], [0.00, 0.02, -0.01], [-0.01, -0.01, 0.00], [0.02, -0.01, 0.01], [0.00, 0.01, 0.01], [0.00, 0.00, -0.01], [0.03, -0.01, 0.01], [0.00, -0.01, 0.01], [0.09, -0.04, -0.02], [-0.17, 0.00, 0.00], [0.23, -0.02, 0.02], [0.05, -0.01, -0.07], [-0.07, 0.01, -0.03], [0.01, 0.05, 0.11], [-0.06, -0.10, -0.05], [-0.01, -0.02, 0.00], [-0.02, 0.01, -0.01], [0.02, 0.01, 0.00], [-0.01, 0.00, -0.02], [0.00, -0.05, 0.03], [0.05, 0.03, 0.05], [-0.02, 0.02, 0.01], [0.01, 0.00, -0.02], [0.02, -0.01, 0.02], [-0.01, -0.01, 0.03], [-0.02, 0.05, 0.00], [0.00, -0.03, -0.01], [0.02, 0.09, -0.02], [-0.11, -0.24, -0.03], [0.10, -0.07, 0.10], [0.02, -0.17, -0.30], [-0.23, 0.23, 0.52], [0.11, 0.19, -0.14], [0.01, 0.01, -0.01], [0.02, -0.02, 0.00], [0.00, 0.00, -0.02], [-0.01, -0.01, 0.01], [-0.03, 0.06, 0.00], [0.02, -0.01, 0.00], [0.01, 0.02, 0.01], [0.05, 0.01, 0.01], [0.00, 0.01, 0.03], [-0.01, 0.01, -0.02]]
}


Entry 2:
{
  "formula": "C2H2O2S",
  "method": "ωB97M-V/def2-TZVPD",
  "homo_energy_ev": [-7.9, -10.1],
  "e_lumo_ev": [0.6, -3.1],
  "orbital_gap_ev": [8.53, 6.98],
  "s_squared": 2.0079,
  "max_force_ha_per_bohr": 0.095,
  "e_above_lowest_kcal_mol": 58.6,
  "spin_multiplicity": 3,
  "symbols": ["C", "C", "O", "O", "S", "H", "H"],
  "positions_angstrom": [[0.85717, -0.34057, 0.57163], [0.31885, 0.05573, -0.64647], [1.27506, -0.15945, 1.61719], [0.58453, -1.31230, -0.28084], [-2.12334, 0.66721, -0.44457], [0.66853, 0.43982, -1.61023], [-1.58079, 0.64956, 0.79328]],
  "atomic_forces_ev_per_a": [[-0.78, 1.36, -3.16], [0.58, 0.76, -1.46], [1.67, 0.25, 4.57], [-0.31, -2.51, -0.68], [-0.81, 0.20, 0.38], [-0.02, -0.11, 0.54], [-0.33, 0.06, -0.19]]
}